C37H30BrMnN7O9P2 as an isolated structure in a non-equilibrium geometry, computed with ωB97M-V/def2-TZVPD.

Each line ends with the Mulliken spin population.
Element x y z (Å)
Mn -0.609 0.147 -1.202  2.072
C 1.963 6.387 10.426  0.000
O 2.705 5.272 9.955  0.000
C 2.389 4.760 8.770  0.000
C 1.291 5.239 8.038  0.000
C 1.050 4.702 6.791  0.000
C 1.869 3.698 6.264  0.000
C 2.966 3.264 7.004  0.000
C 3.194 3.733 8.291  0.000
C 1.558 3.157 4.936  0.000
N 0.628 3.637 4.146  0.000
C 0.585 2.761 3.088  -0.002
C 1.480 1.729 3.239  0.000
N 2.095 2.010 4.460  0.000
C 1.567 0.611 2.341  -0.011
C 2.363 -0.533 2.473  0.012
C 2.322 -1.534 1.539  -0.003
C 1.471 -1.365 0.448  0.016
N 0.716 -0.294 0.279  -0.052
C 0.742 0.668 1.226  0.013
C -0.179 1.785 1.028  0.010
N -0.970 1.718 -0.073  -0.069
C -1.880 2.651 -0.295  0.021
C -2.022 3.727 0.586  -0.005
C -1.225 3.819 1.689  0.015
C -0.283 2.796 1.951  -0.009
H 2.462 6.737 11.353  0.000
H 0.952 6.108 10.694  0.000
H 1.893 7.171 9.670  0.000
H 0.665 6.045 8.360  0.000
H 0.218 5.007 6.231  0.000
H 3.669 2.531 6.636  0.000
H 4.085 3.446 8.809  0.000
H 2.821 1.494 4.927  0.000
H 3.007 -0.594 3.330  0.000
H 2.892 -2.438 1.606  0.000
H 1.409 -2.105 -0.312  -0.002
H -2.520 2.543 -1.166  -0.002
H -2.803 4.478 0.368  0.000
H -1.280 4.621 2.406  0.000
Br 1.992 -9.506 -5.286  0.004
C 0.456 -8.506 -4.813  0.028
C -0.648 -8.472 -5.646  -0.018
C -1.827 -7.797 -5.275  0.033
C -1.776 -7.102 -4.088  0.058
C -0.681 -7.093 -3.234  0.026
C 0.463 -7.807 -3.621  -0.014
N -2.972 -6.363 -3.759  0.194
N -3.119 -5.522 -2.924  0.304
C -2.564 -4.491 -2.265  0.120
C -3.208 -4.172 -1.031  0.041
C -2.966 -3.058 -0.311  -0.004
C -2.066 -2.080 -0.826  0.098
O -1.897 -0.910 -0.342  0.054
C -1.267 -2.460 -1.951  0.036
N -0.366 -1.537 -2.322  -0.015
C 0.428 -1.783 -3.381  -0.018
C 0.222 -2.896 -4.177  0.013
C -0.755 -3.819 -3.867  0.004
C -1.508 -3.615 -2.712  0.029
H -0.646 -8.985 -6.587  0.000
H -2.692 -7.686 -5.881  -0.002
H -0.732 -6.561 -2.289  0.002
H 1.329 -7.856 -2.976  0.000
H -3.923 -4.906 -0.681  -0.008
H -3.528 -2.841 0.593  0.000
H 1.144 -1.001 -3.542  -0.003
H 0.813 -3.015 -5.080  0.000
H -0.914 -4.627 -4.547  0.006
C -0.918 3.118 -5.347  0.001
C -0.474 1.879 -4.570  0.002
O 0.259 0.930 -5.398  0.001
P 0.724 2.155 -3.271  -0.001
O 0.540 3.480 -2.454  0.001
O 2.057 2.394 -4.042  -0.001
O 0.791 1.015 -2.292  0.011
P -1.956 0.952 -3.938  0.003
O -3.191 1.945 -4.130  0.000
O -1.962 -0.290 -4.750  0.000
O -1.954 0.842 -2.425  0.011
H -0.074 3.697 -5.666  0.000
H -1.546 3.733 -4.713  0.000
H -1.476 2.796 -6.232  0.000
H -0.383 0.207 -5.535  0.000
H 0.971 4.260 -2.860  0.001
H 2.114 1.839 -4.847  0.000
H -3.571 1.925 -5.017  0.000

## Properties
Energy relative to the best compared isomer or geometry (same formula, charge and spin) = 0.0 kJ/mol
Spin multiplicity = 4
Kohn-Sham gap (spin up / spin down) = 5.12 / 4.55 eV
HOMO (spin up / spin down) = -11.54 / -11.54 eV
Electronic energy = -6895.95828 Eh
Total charge = +2

C37H30BrNO2P2Rh as an isolated structure in a non-equilibrium geometry, computed with ωB97M-V/def2-TZVPD.

Each line ends with the Mulliken spin population.
Element x y z (Å)
Rh 8.907 10.542 13.224  2.427
C 8.327 8.096 15.103  0.037
P 7.299 9.522 14.544  0.066
C 5.795 8.866 13.655  0.265
C 5.878 7.732 12.967  0.000
C 4.730 7.257 12.253  0.415
C 3.606 8.141 12.048  -0.067
C 3.617 9.404 12.520  0.290
C 4.670 9.880 13.562  -0.040
C 6.562 10.313 16.040  -0.049
C 7.123 11.526 16.302  0.001
C 6.718 12.272 17.418  0.039
C 5.776 11.756 18.302  0.000
C 5.197 10.515 17.998  0.005
C 5.559 9.748 16.926  0.004
C 9.116 7.716 13.855  -0.009
C 9.258 6.483 13.267  0.100
C 9.876 6.742 11.981  0.113
C 10.083 8.111 11.933  -0.047
C 10.495 8.954 10.790  0.036
P 9.129 10.233 10.747  0.156
C 7.741 9.497 9.936  -0.046
C 6.445 9.907 10.304  0.134
C 5.429 9.402 9.548  0.018
C 5.629 8.566 8.411  -0.001
C 6.924 8.151 8.142  0.007
C 7.986 8.637 8.853  -0.024
C 9.709 11.698 9.706  -0.054
C 10.210 12.752 10.427  0.021
C 10.823 13.811 9.781  0.021
C 10.797 13.773 8.381  0.000
C 10.392 12.647 7.650  0.003
C 9.851 11.593 8.364  0.007
N 9.638 8.705 13.075  0.210
H 7.900 7.194 15.507  -0.001
H 8.939 8.620 15.905  0.013
H 6.728 7.044 13.020  0.026
H 4.643 6.324 11.747  0.007
H 2.874 7.939 11.382  0.003
H 2.854 10.130 12.177  -0.004
H 4.145 9.960 14.564  0.064
H 7.793 11.951 15.549  -0.037
H 7.177 13.214 17.484  0.002
H 5.385 12.288 19.158  0.000
H 4.451 10.222 18.657  0.000
H 5.162 8.751 16.666  0.001
H 8.926 5.554 13.752  -0.003
H 10.107 6.093 11.119  -0.001
H 10.726 8.468 9.842  0.000
H 11.387 9.656 11.009  0.013
H 6.263 10.699 11.023  -0.036
H 4.391 9.677 9.861  -0.020
H 4.784 8.115 7.918  -0.001
H 7.105 7.547 7.288  0.000
H 8.947 8.328 8.494  0.001
H 10.112 12.764 11.506  -0.014
H 11.352 14.623 10.249  0.001
H 11.291 14.686 7.864  0.000
H 10.431 12.687 6.514  0.000
H 9.559 10.700 7.887  0.002
Br 4.856 15.108 15.479  0.000
C 5.662 14.752 13.843  -0.004
C 6.238 15.834 13.171  0.005
C 6.814 15.680 11.953  0.002
C 6.965 14.420 11.356  -0.013
C 6.449 13.304 12.010  0.115
C 5.703 13.482 13.243  -0.028
C 5.074 12.283 13.842  0.007
O 4.286 12.301 14.772  0.005
O 5.233 11.125 13.133  -0.109
H 6.068 16.818 13.565  0.000
H 7.180 16.616 11.520  0.000
H 7.442 14.379 10.338  0.000
H 6.498 12.251 11.626  -0.033

## Properties
Spin multiplicity = 5
Kohn-Sham gap (spin up / spin down) = 7.08 / 5.75 eV
HOMO (spin up / spin down) = -10.07 / -10.62 eV
Electronic energy = -5000.07607 Eh
Total charge = +1

C37H30N2O4P2S6Ti as an isolated structure, computed with ωB97M-V/def2-TZVPD.

Each line ends with the Löwdin charge.
Element x y z (Å)
Ti 1.836 0.677 1.048  0.363
O 1.839 1.036 -3.095  0.072
C 2.187 0.787 -1.806  -0.465
O 1.381 1.146 -0.857  -0.256
C 3.352 0.183 -1.419  -0.214
C 4.437 -0.344 -2.184  -0.036
C 5.498 -0.897 -1.550  -0.104
C 5.516 -0.958 -0.109  -0.020
C 4.463 -0.468 0.575  -0.201
N 3.376 0.101 -0.030  -0.019
C 4.270 -0.475 2.065  -0.545
O 5.118 -0.841 2.853  0.072
O 3.070 -0.042 2.376  -0.186
H 0.876 1.163 -3.103  0.081
H 4.380 -0.299 -3.264  0.107
H 6.320 -1.314 -2.118  0.083
H 6.338 -1.400 0.438  0.106
N -0.973 0.086 -2.300  0.100
C -2.351 0.261 -2.307  -0.320
C -3.157 -0.573 -3.088  -0.046
C -4.528 -0.395 -3.134  -0.116
C -5.128 0.619 -2.400  -0.120
C -4.331 1.452 -1.625  -0.099
C -2.949 1.300 -1.566  -0.307
P -1.830 2.326 -0.526  1.139
C -1.272 3.560 -1.767  -0.365
C -0.110 4.264 -1.451  -0.089
C 0.395 5.213 -2.329  -0.080
C -0.242 5.456 -3.538  -0.109
C -1.389 4.745 -3.868  -0.104
C -1.902 3.804 -2.986  -0.094
C -3.064 3.272 0.443  -0.378
C -3.492 2.673 1.629  -0.121
C -4.436 3.294 2.430  -0.089
C -4.948 4.535 2.071  -0.111
C -4.510 5.148 0.906  -0.101
C -3.576 4.517 0.093  -0.087
H -0.681 -0.867 -2.473  0.096
H -0.505 0.418 -1.457  -0.006
H -2.689 -1.373 -3.651  0.106
H -5.131 -1.062 -3.739  0.091
H -6.202 0.758 -2.424  0.086
H -4.795 2.240 -1.045  0.095
H 0.412 4.048 -0.523  0.047
H 1.302 5.746 -2.072  0.102
H 0.162 6.185 -4.230  0.090
H -1.882 4.919 -4.818  0.091
H -2.793 3.245 -3.250  0.100
H -3.055 1.725 1.928  0.082
H -4.752 2.820 3.352  0.099
H -5.674 5.029 2.706  0.089
H -4.895 6.122 0.627  0.092
H -3.238 5.002 -0.815  0.098
S 2.276 3.048 1.281  0.036
S 1.735 3.436 3.244  -0.132
S -0.234 2.873 3.216  -0.168
S -0.116 0.878 2.640  -0.086
S 2.510 -3.545 -1.133  0.182
P 1.417 -3.128 0.448  0.085
S 0.339 -1.420 0.531  0.312
C 0.181 -4.474 0.693  -0.363
C -1.158 -4.236 0.973  -0.107
C -2.037 -5.298 1.160  -0.101
C -1.581 -6.604 1.082  -0.119
C -0.239 -6.849 0.808  -0.104
C 0.632 -5.791 0.609  -0.112
C 2.379 -3.281 1.995  -0.373
C 3.593 -3.956 2.001  -0.115
C 4.295 -4.115 3.188  -0.099
C 3.791 -3.592 4.367  -0.101
C 2.583 -2.907 4.362  -0.077
C 1.876 -2.753 3.182  -0.099
H -1.506 -3.213 1.045  0.056
H -3.081 -5.098 1.370  0.094
H -2.266 -7.431 1.232  0.087
H 0.125 -7.868 0.744  0.091
H 1.672 -5.975 0.368  0.083
H 3.989 -4.326 1.062  0.063
H 5.257 -4.613 3.181  0.094
H 4.357 -3.686 5.287  0.093
H 2.205 -2.459 5.273  0.103
H 0.958 -2.177 3.169  0.077

## Properties
Energy relative to the best compared isomer or geometry (same formula, charge and spin) = 0.0 kJ/mol
Kohn-Sham gap (spin up / spin down) = 5.02 / 5.02 eV
HOMO (spin up / spin down) = -0.85 / -0.85 eV
Electronic energy = -5760.11365 Eh
Total charge = -2